#i
Molecular formula: C2H10NO2
Method: DFT, ωB97M-V/def2-TZVPD

Orbital gap (spin up / spin down): 9.4 / 4.4 eV
Charge: +2
Molar mass: 80.11 g mol⁻¹
⟨S²⟩: 0.75
LUMO (spin up / spin down): -10.8 / -15.0 eV
Multiplicity: 2

Atoms and positions in Å:
C -0.492 -0.094 0.753
C -1.495 -0.975 0.453
N 0.326 0.417 -0.393
H 0.094 -0.112 1.664
H -1.993 -1.515 1.259
H -1.987 -1.092 -0.512
H 0.914 1.169 -0.035
H -0.314 0.899 -1.081
H 0.715 -0.358 -0.940
H 1.558 -2.126 2.582
H 2.947 -1.915 1.822
O 2.020 -1.646 1.905
H -1.424 2.789 -2.252
H -0.186 2.352 -3.015
O -0.683 2.209 -2.210



#ii
Molecular formula: C2H10NO2
Method: DFT, ωB97M-V/def2-TZVPD

Orbital gap (spin up / spin down): 8.8 / 5.1 eV
Charge: +2
Molar mass: 80.11 g mol⁻¹
⟨S²⟩: 0.75
LUMO (spin up / spin down): -10.9 / -14.6 eV
Multiplicity: 2

Atoms and positions in Å:
C 1.214 -0.166 0.534
C 1.942 0.968 0.950
N -0.094 -0.028 -0.006
H 1.449 -1.210 0.719
H 2.932 0.900 1.371
H 1.591 1.972 0.724
H -0.714 -0.710 0.563
H -0.107 -0.502 -0.927
H -0.546 0.901 -0.138
H -1.992 -2.577 0.537
H -1.119 -2.699 1.800
O -1.325 -2.105 1.063
H -1.520 2.386 -2.279
H -0.586 1.340 -2.846
O -1.125 1.529 -2.066



Name the most stable of them. #ii.